# 1
13
Properties=species:S:1:pos:R:3:forces:R:3 method="wB97M-V/def2-TZVPD" e_tot_ev=-12866.8893 e_homo_ev=-10.553 smiles="O=[N+]([O-])[C@H](O)[C@H]1CO1" relative_energy_ev=5.986 homo_lumo_gap_ev=10.954
C -1.34571 0.82493 -0.63286 0.82 1.04 -3.40
C -0.74072 0.36554 0.56193 3.23 -2.83 0.92
C 0.64800 -0.60795 0.62342 -2.63 4.23 -1.35
N 1.61103 0.17182 -0.28294 -0.72 -3.94 -2.68
O 2.13296 1.10756 0.21562 0.81 1.64 0.03
O 1.76814 -0.32644 -1.41768 0.09 1.55 1.47
O -1.77544 -0.36678 -0.04776 -0.48 -1.06 0.50
O 0.46934 -1.88552 0.43882 -0.26 -2.24 -0.92
H -2.08893 1.56812 -0.46802 -0.31 0.99 -0.38
H -0.82902 0.82711 -1.68309 -0.97 -0.29 2.10
H -0.87531 0.88016 1.48731 -0.53 0.08 0.59
H 1.16655 -0.39167 1.48389 0.57 -0.07 2.62
H -0.14088 -2.16689 -0.27865 0.38 0.89 0.50


# 2
11
Properties=species:S:1:pos:R:3:forces:R:3 method="wB97M-V/def2-TZVPD" e_tot_ev=-16013.4678 charge=-1 e_homo_ev="-1.472 / -1.473" relative_energy_ev=1.710 homo_lumo_gap_ev="5.929 / 5.929"
C -0.61720 -1.54631 -0.03069 3.07 4.44 -0.31
C -0.99291 0.40931 -0.35612 -0.47 -2.05 1.14
C 1.30635 0.39291 0.13640 -2.55 -1.62 -3.24
N 0.01778 0.93378 0.32885 2.01 1.15 -0.27
O -0.20936 1.77316 1.32812 -0.16 0.23 1.73
P 0.96733 -1.75365 0.17872 0.40 0.56 0.41
H -1.28629 -2.25033 -0.08305 -3.96 -3.74 -0.37
H -0.82184 0.47471 -1.37353 0.08 -0.69 -2.34
H -2.02549 0.62342 -0.07547 0.53 0.39 0.32
H 1.67514 0.39767 -0.94986 -0.29 0.29 1.62
H 1.98649 0.54531 0.89662 1.34 1.05 1.31


# 3
11
Properties=species:S:1:pos:R:3:forces:R:3 method="wB97M-V/def2-TZVPD" e_tot_ev=-17560.3139 e_homo_ev=-9.087 relative_energy_ev=4.954 homo_lumo_gap_ev=9.728
C -1.54840 -1.25923 0.52738 1.02 4.73 -1.10
C -1.34801 -0.09626 0.25498 -1.12 -1.00 0.52
C 0.92905 0.62108 -0.32271 1.03 -1.15 1.45
N 1.47043 -0.58416 0.40358 -3.57 0.88 -2.32
O -1.42498 1.73019 -1.56770 0.11 0.20 -0.25
S -0.99999 1.52794 -0.17893 1.93 -1.38 0.46
H -1.87050 -2.17251 0.68909 -1.21 -3.94 0.86
H 1.61970 -0.26374 1.33023 0.16 -0.17 1.21
H 0.83031 0.42757 -1.34887 -0.34 -0.35 -1.45
H 1.70822 1.31546 -0.15425 0.22 1.57 0.06
H 0.63417 -1.24634 0.36719 1.76 0.60 0.56


# 4
11
Properties=species:S:1:pos:R:3:forces:R:3 method="wB97M-V/def2-TZVPD" e_tot_ev=-17560.7443 e_homo_ev="-8.557 / -8.554" relative_energy_ev=4.523 homo_lumo_gap_ev="8.153 / 8.151"
C -0.81852 -0.53021 0.15754 2.20 2.38 -1.21
C 1.45815 -0.03610 -1.12798 -0.85 -2.19 0.19
C 0.45483 0.20133 -0.08116 0.24 5.06 1.19
N -1.59448 0.03756 1.05545 -2.06 -0.10 2.57
O -0.99762 -1.41591 -0.61811 -1.47 -2.49 -0.56
S 1.98128 -0.11882 0.64635 0.69 -0.55 -0.33
H 1.20537 -1.05614 -1.52419 0.68 0.92 0.12
H 1.95159 0.60142 -1.85380 -0.38 0.53 0.55
H 0.01006 2.01643 0.42759 0.71 -2.91 -1.19
H -1.23046 0.88729 1.62338 -1.10 -2.36 -1.44
H -2.42020 -0.58685 1.29491 1.34 1.73 0.09